(1)
Density functional theory data (ωB97M-V/def2-TZVPD) for a 13-piece molecular cluster, C53H56Cl6N10 overall.

Geometry as XYZ:
```
125
Properties=species:S:1:pos:R:3:lowdin_spin:R:1
N -1.174 -4.522 5.067 0.00
C -2.185 -4.059 4.305 0.00
C -2.037 -3.554 3.049 0.00
C -0.723 -3.387 2.544 0.00
C 0.323 -3.833 3.329 0.00
C 0.063 -4.461 4.556 0.00
H -3.207 -4.265 4.590 0.00
H -2.836 -3.179 2.426 0.00
H -0.574 -2.936 1.574 0.00
H 1.328 -3.693 2.961 0.00
H 0.877 -4.744 5.206 0.00
N -0.311 -1.228 -1.245 0.00
C 0.814 -1.515 -0.544 0.24
C 1.253 -0.907 0.618 0.15
C 0.384 0.036 1.170 0.00
C -0.788 0.387 0.460 0.29
C -1.170 -0.296 -0.742 0.22
H 1.545 -2.180 -0.979 0.01
H 2.230 -1.067 1.049 0.00
H 0.616 0.468 2.133 0.00
H -1.385 1.188 0.871 0.01
H -2.082 -0.028 -1.254 0.01
N -2.963 3.853 -3.663 0.00
C -3.259 2.719 -3.010 0.00
C -4.351 2.608 -2.091 0.00
C -5.139 3.727 -1.826 0.00
C -4.748 4.913 -2.422 0.00
C -3.730 4.959 -3.365 0.00
H -2.770 1.809 -3.327 0.00
H -4.668 1.650 -1.707 0.00
H -5.920 3.611 -1.089 0.00
H -5.307 5.801 -2.168 0.00
H -3.476 5.814 -3.974 0.00
N -0.570 3.838 0.688 0.01
C -0.772 4.184 -0.590 0.00
C 0.260 4.466 -1.474 0.00
C 1.627 4.307 -1.031 0.00
C 1.856 3.777 0.280 0.00
C 0.741 3.578 1.074 0.00
H -1.768 4.460 -0.903 0.00
H 0.019 4.926 -2.421 0.00
H 2.440 4.579 -1.688 0.00
H 2.846 3.574 0.662 0.00
H 0.871 3.204 2.079 0.00
N 3.623 1.620 -4.971 0.00
C 3.617 0.539 -4.147 0.00
C 2.593 0.228 -3.327 0.00
C 1.457 1.054 -3.353 0.00
C 1.386 2.193 -4.201 0.00
C 2.455 2.390 -5.060 0.00
H 4.533 -0.009 -3.979 0.00
H 2.657 -0.661 -2.718 0.00
H 0.652 0.875 -2.656 0.00
H 0.449 2.715 -4.324 0.00
H 2.591 3.245 -5.705 0.00
N -3.992 -0.503 -3.389 0.00
C -5.197 -0.423 -4.026 0.00
C -5.765 -1.457 -4.743 0.00
C -5.035 -2.585 -4.940 0.00
C -3.764 -2.703 -4.337 0.00
C -3.287 -1.682 -3.548 0.00
H -5.778 0.486 -3.975 0.00
H -6.754 -1.296 -5.147 0.00
H -5.483 -3.269 -5.645 0.00
H -3.130 -3.564 -4.491 0.00
H -2.239 -1.706 -3.284 0.00
N 3.421 -5.016 0.544 0.00
C 3.186 -6.005 -0.312 0.00
C 3.359 -5.912 -1.703 0.00
C 3.714 -4.635 -2.199 0.00
C 3.995 -3.550 -1.312 0.00
C 3.772 -3.802 0.108 0.00
H 2.953 -6.967 0.121 0.00
H 3.077 -6.727 -2.354 0.00
H 3.760 -4.450 -3.262 0.00
H 4.147 -2.558 -1.709 0.00
H 3.887 -3.011 0.835 0.00
N 4.696 -0.150 -0.201 0.00
C 4.511 1.121 -0.560 0.00
C 5.534 2.053 -0.737 0.00
C 6.811 1.608 -0.493 0.00
C 7.074 0.329 -0.090 0.00
C 5.970 -0.534 0.033 0.00
H 3.523 1.476 -0.815 0.00
H 5.331 3.057 -1.079 0.00
H 7.607 2.226 -0.882 0.00
H 8.082 -0.016 0.091 0.00
H 6.122 -1.579 0.258 0.00
N 5.364 0.022 4.347 0.00
C 5.149 -0.303 5.639 0.00
C 4.393 -1.394 6.041 0.00
C 3.522 -1.996 5.110 0.00
C 3.602 -1.628 3.771 0.00
C 4.576 -0.630 3.440 0.00
H 5.635 0.296 6.395 0.00
H 4.344 -1.581 7.104 0.00
H 2.726 -2.702 5.301 0.00
H 3.031 -2.166 3.028 0.00
H 4.584 -0.289 2.415 0.00
N -6.672 3.216 1.972 0.00
C -5.405 2.723 1.921 0.00
C -4.281 3.500 1.731 0.00
C -4.435 4.862 1.589 0.00
C -5.696 5.386 1.606 0.00
C -6.772 4.517 1.788 0.00
H -5.286 1.651 1.871 0.00
H -3.289 3.077 1.685 0.00
H -3.565 5.457 1.353 0.00
H -5.863 6.452 1.623 0.00
H -7.739 4.989 1.871 0.00
C -4.697 -1.120 0.778 0.00
Cl -3.626 -0.361 1.970 0.02
Cl -3.751 -2.284 -0.197 0.01
H -5.399 -1.723 1.354 0.00
H -5.139 -0.368 0.124 0.00
C 1.401 0.627 6.357 0.00
Cl 2.783 1.413 7.181 0.00
Cl 1.295 1.095 4.672 0.00
H 1.575 -0.447 6.286 0.00
H 0.490 0.882 6.897 0.00
C -1.110 -4.257 -1.722 0.00
Cl -0.067 -4.952 -0.383 0.01
Cl -1.270 -5.511 -2.907 0.00
H -2.115 -4.078 -1.339 0.00
H -0.596 -3.406 -2.168 0.00
```

Values from the calculation:
Lowest unoccupied orbital energy (spin up / spin down) in eV: -3.798 / -8.141
Highest occupied orbital energy (spin up / spin down) in eV: -11.477 / -11.476
Strongest force on any atom in eV Å⁻¹: 3.40
Multiplicity: 2
Kohn-Sham gap (spin up / spin down) in eV: 7.7 / 3.3
Charge: +1

(2)
Density functional theory data (ωB97M-V/def2-TZVPD) for a single C18H17NO3S molecule.

Geometry as XYZ:
```
40
Properties=species:S:1:pos:R:3:lowdin_charge:R:1
C -7.553 -0.385 0.264 -0.05
C -6.070 -0.206 0.158 -0.28
C -5.235 -1.295 -0.060 -0.04
C -3.866 -1.135 -0.148 -0.03
C -3.287 0.125 -0.011 -0.19
C -1.831 0.298 -0.114 -0.17
C -1.105 -0.398 -1.081 -0.01
C 0.263 -0.235 -1.185 -0.05
C 0.910 0.627 -0.321 -0.28
S 2.683 0.782 -0.431 0.66
O 3.096 1.990 0.225 -0.29
O 3.098 0.545 -1.782 -0.29
N 3.140 -0.546 0.507 -0.11
C 4.201 -1.383 -0.036 -0.16
C 5.542 -0.734 0.053 -0.28
C 6.157 0.171 -0.761 -0.02
C 7.385 0.493 -0.134 -0.05
C 7.422 -0.234 1.014 -0.12
O 6.309 -0.978 1.141 0.04
C 0.214 1.328 0.644 -0.05
C -1.155 1.165 0.745 -0.01
C -4.123 1.215 0.218 -0.03
C -5.492 1.050 0.297 -0.04
H -7.833 -0.562 1.303 0.09
H -7.884 -1.238 -0.324 0.08
H -8.076 0.506 -0.077 0.08
H -5.665 -2.282 -0.164 0.11
H -3.235 -1.998 -0.304 0.11
H -1.623 -1.053 -1.766 0.12
H 0.842 -0.750 -1.935 0.11
H 3.343 -0.230 1.445 0.11
H 4.201 -2.330 0.510 0.13
H 3.943 -1.552 -1.082 0.12
H 5.769 0.556 -1.680 0.11
H 8.133 1.171 -0.491 0.10
H 8.153 -0.311 1.795 0.12
H 0.756 1.998 1.292 0.11
H -1.706 1.699 1.505 0.12
H -3.697 2.204 0.307 0.11
H -6.124 1.911 0.464 0.11
```

Values from the calculation:
Energy relative to the best compared isomer or geometry (same formula, charge and spin) in kcal/mol: 45.5
SMILES string: Cc1ccc(-c2ccc(S(=O)(=O)NCc3ccco3)cc2)cc1
Lowest unoccupied orbital energy in eV: 0.411
Highest occupied orbital energy in eV: -8.528
Strongest force on any atom in eV Å⁻¹: 0.89
Multiplicity: 1
Kohn-Sham gap in eV: 8.9
Charge: 0